1.
The following is a quantum chemistry calculation of a structure of composition C42H105F4N9O22S4Sn at a distorted geometry, from the Open Molecules 2025 dataset.

Last column: Löwdin charge in e.
Cartesian coordinates (Å):
1 Sn -45.172 -12.259 12.556  1.716
2 N -45.071 -17.626 12.040  -0.279
3 S -43.739 -18.293 11.658  0.476
4 O -43.370 -19.580 12.225  -0.287
5 O -42.624 -17.405 11.356  -0.307
6 F -44.167 -18.621 10.124  -0.226
7 S -44.518 -16.618 13.208  0.504
8 O -44.055 -15.326 12.848  -0.349
9 O -43.767 -17.273 14.243  -0.262
10 F -45.977 -16.234 13.750  -0.205
11 N -42.355 -11.851 12.385  -0.310
12 S -41.278 -12.956 12.139  0.444
13 O -39.899 -12.722 12.449  -0.245
14 O -41.637 -13.780 10.998  -0.256
15 F -41.719 -13.909 13.315  -0.168
16 S -41.480 -10.549 11.798  0.591
17 O -41.128 -10.661 10.405  -0.256
18 O -40.617 -9.901 12.735  -0.209
19 F -42.779 -9.585 11.626  -0.145
20 C -37.134 -12.271 0.894  -0.123
21 O -36.698 -12.490 2.213  -0.196
22 C -36.941 -11.435 3.141  -0.196
23 C -38.390 -11.038 3.260  -0.195
24 N -39.200 -11.765 4.289  -0.065
25 C -39.220 -11.191 5.611  -0.230
26 C -40.300 -11.892 6.431  -0.245
27 O -39.949 -13.228 6.560  -0.160
28 C -40.809 -13.993 7.350  -0.110
29 H -38.223 -12.318 0.848  0.075
30 H -36.727 -13.052 0.253  0.088
31 H -36.773 -11.326 0.474  0.090
32 H -36.417 -10.598 2.661  0.119
33 H -36.581 -11.764 4.114  0.128
34 H -38.988 -11.242 2.371  0.099
35 H -38.591 -9.976 3.426  0.116
36 H -38.773 -12.685 4.266  0.111
37 H -39.325 -10.102 5.567  0.112
38 H -38.207 -11.214 6.046  0.111
39 H -41.262 -11.767 5.914  0.123
40 H -40.445 -11.390 7.399  0.106
41 H -40.320 -14.957 7.487  0.096
42 H -41.751 -14.216 6.829  0.090
43 H -41.162 -13.722 8.352  0.068
44 C -36.680 -9.910 9.348  -0.112
45 O -37.280 -8.658 9.260  -0.192
46 C -38.594 -8.571 8.710  -0.195
47 C -39.459 -8.088 9.868  -0.202
48 N -40.856 -7.744 9.538  -0.036
49 C -40.924 -6.782 8.429  -0.189
50 C -42.367 -6.405 8.053  -0.230
51 O -42.278 -5.454 7.013  -0.182
52 C -43.497 -4.756 6.853  -0.111
53 H -36.852 -10.550 8.470  0.079
54 H -37.059 -10.474 10.207  0.081
55 H -35.610 -9.701 9.288  0.093
56 H -38.936 -9.531 8.315  0.112
57 H -38.558 -7.835 7.906  0.112
58 H -38.945 -7.316 10.445  0.127
59 H -39.449 -8.884 10.614  0.086
60 H -41.355 -8.594 9.309  0.075
61 H -40.525 -7.199 7.495  0.107
62 H -40.322 -5.889 8.586  0.134
63 H -42.762 -5.873 8.929  0.091
64 H -43.106 -7.172 7.797  0.118
65 H -44.306 -5.374 6.447  0.083
66 H -43.314 -3.924 6.176  0.090
67 H -43.845 -4.387 7.823  0.078
68 C -43.597 -11.501 8.875  -0.064
69 O -44.880 -11.648 9.508  -0.271
70 C -45.858 -10.911 8.825  -0.228
71 C -47.051 -10.719 9.757  -0.227
72 N -46.822 -9.959 10.981  -0.018
73 C -48.059 -9.979 11.799  -0.206
74 C -48.394 -8.623 12.410  -0.209
75 O -48.646 -7.697 11.374  -0.215
76 C -49.176 -6.490 11.894  -0.072
77 H -43.235 -10.477 8.973  0.078
78 H -43.806 -11.806 7.847  0.102
79 H -42.880 -12.188 9.317  0.066
80 H -46.272 -11.381 7.929  0.135
81 H -45.445 -9.943 8.527  0.118
82 H -47.520 -11.706 9.861  0.125
83 H -47.917 -10.279 9.240  0.117
84 H -46.569 -8.988 10.795  0.079
85 H -47.976 -10.676 12.640  0.059
86 H -48.885 -10.389 11.213  0.134
87 H -47.575 -8.235 13.031  0.126
88 H -49.206 -8.764 13.132  0.140
89 H -48.592 -6.176 12.768  0.096
90 H -50.208 -6.565 12.244  0.099
91 H -49.045 -5.808 11.053  0.090
92 C -43.818 -9.253 13.355  -0.070
93 O -44.774 -10.236 13.754  -0.359
94 C -45.620 -9.906 14.850  -0.176
95 C -47.011 -10.394 14.465  -0.202
96 N -46.993 -11.885 14.471  -0.118
97 C -46.830 -12.473 15.802  -0.180
98 C -46.370 -13.864 15.610  -0.218
99 O -45.055 -13.721 15.097  -0.300
100 C -43.953 -14.268 15.819  -0.065
101 H -43.383 -8.895 14.292  0.113
102 H -44.263 -8.376 12.874  0.077
103 H -43.093 -9.657 12.655  -0.165
104 H -45.597 -8.870 15.208  0.144
105 H -45.280 -10.283 15.821  0.121
106 H -47.169 -10.125 13.421  0.016
107 H -47.838 -9.968 15.037  0.143
108 H -47.797 -12.249 13.978  0.118
109 H -47.796 -12.419 16.321  0.139
110 H -46.126 -11.940 16.434  0.121
111 H -47.042 -14.437 14.961  0.118
112 H -46.406 -14.586 16.430  0.145
113 H -43.926 -15.246 16.295  0.105
114 H -43.742 -13.563 16.638  0.088
115 H -43.093 -14.062 15.185  0.079
116 C -41.758 -14.411 21.149  -0.095
117 O -40.813 -13.737 21.971  -0.202
118 C -40.379 -12.465 21.544  -0.216
119 C -39.580 -12.447 20.239  -0.200
120 N -40.136 -11.812 19.042  -0.063
121 C -40.973 -10.644 19.279  -0.223
122 C -41.319 -10.094 17.906  -0.199
123 O -40.119 -9.514 17.346  -0.196
124 C -40.219 -9.188 15.994  -0.127
125 H -41.232 -14.710 20.240  0.085
126 H -42.645 -13.794 20.990  0.084
127 H -42.060 -15.320 21.666  0.085
128 H -39.709 -12.157 22.343  0.121
129 H -41.221 -11.770 21.484  0.104
130 H -39.025 -13.351 19.985  0.122
131 H -38.695 -11.899 20.608  0.106
132 H -39.474 -11.532 18.333  0.106
133 H -40.438 -9.970 19.959  0.128
134 H -41.922 -10.887 19.763  0.105
135 H -41.975 -9.218 17.961  0.118
136 H -41.767 -10.831 17.237  0.118
137 H -40.325 -10.065 15.345  0.077
138 H -39.296 -8.689 15.703  0.097
139 H -41.080 -8.567 15.711  0.067
140 C -48.370 -4.908 7.959  -0.099
141 O -48.345 -6.121 8.689  -0.187
142 C -47.250 -6.957 8.435  -0.214
143 C -46.037 -6.650 9.315  -0.174
144 N -46.090 -6.993 10.724  -0.067
145 C -45.258 -6.219 11.595  -0.164
146 C -43.762 -6.703 11.700  -0.196
147 O -43.320 -6.258 12.984  -0.184
148 C -41.988 -6.573 13.256  -0.118
149 H -48.262 -4.928 6.866  0.088
150 H -47.532 -4.282 8.274  0.083
151 H -49.357 -4.454 8.024  0.091
152 H -47.024 -6.993 7.361  0.125
153 H -47.596 -7.998 8.458  0.110
154 H -45.868 -5.575 9.162  0.107
155 H -45.152 -7.180 8.946  0.103
156 H -47.049 -7.042 11.085  0.059
157 H -45.707 -6.094 12.581  0.119
158 H -45.176 -5.180 11.245  0.118
159 H -43.158 -6.232 10.922  0.103
160 H -43.627 -7.785 11.633  0.073
161 H -41.553 -7.528 12.935  0.071
162 H -41.936 -6.703 14.343  0.082
163 H -41.277 -5.792 12.973  0.097
164 C -31.241 -9.886 11.989  -0.119
165 O -30.805 -11.153 12.482  -0.181
166 C -31.670 -12.230 12.140  -0.230
167 C -33.111 -11.968 12.502  -0.257
168 N -33.799 -13.229 12.567  -0.077
169 C -35.155 -13.187 13.132  -0.191
170 C -35.912 -14.431 12.689  -0.212
171 O -36.222 -14.356 11.309  -0.169
172 C -37.279 -13.470 11.007  -0.121
173 H -30.472 -9.148 12.216  0.084
174 H -32.206 -9.563 12.374  0.076
175 H -31.219 -9.840 10.895  0.088
176 H -31.372 -13.112 12.706  0.123
177 H -31.617 -12.482 11.074  0.123
178 H -33.516 -11.262 11.762  0.110
179 H -33.103 -11.409 13.443  0.129
180 H -33.802 -13.723 11.685  0.114
181 H -35.627 -12.288 12.717  0.103
182 H -34.988 -13.045 14.201  0.120
183 H -36.785 -14.549 13.342  0.122
184 H -35.381 -15.375 12.817  0.126
185 H -37.171 -13.228 9.949  0.089
186 H -37.459 -12.589 11.627  0.066
187 H -38.280 -13.913 11.049  0.073

Multiplicity   1
Kohn-Sham gap   6.04 eV
Energy relative to the best compared isomer or geometry (same formula, charge and spin)   2.047 eV
Molar mass   1411.31 g mol⁻¹
Calculated total energy   -163733.5124 eV



2.
The following is a quantum chemistry calculation of a structure of composition C42H105F6MnN7O14P at a distorted geometry, from the Open Molecules 2025 dataset.

Last column: Löwdin charge in e.
Cartesian coordinates (Å):
1 Mn 22.819 -3.786 -14.874  1.325
2 P 21.691 -3.263 -9.848  0.293
3 F 21.590 -1.602 -10.045  -0.216
4 F 21.574 -3.013 -8.216  -0.189
5 F 20.075 -3.230 -9.873  -0.178
6 F 21.729 -4.949 -9.660  -0.225
7 F 21.751 -3.426 -11.475  -0.216
8 F 23.360 -3.350 -9.711  -0.218
9 C 15.102 -4.535 -7.974  -0.063
10 O 14.057 -5.497 -8.430  -0.238
11 C 13.624 -6.566 -7.533  -0.192
12 C 12.375 -7.312 -7.981  -0.205
13 N 12.360 -8.144 -9.211  -0.048
14 C 12.019 -7.344 -10.372  -0.217
15 C 11.610 -8.290 -11.543  -0.215
16 O 10.564 -9.227 -11.176  -0.184
17 C 10.970 -10.508 -11.766  -0.096
18 H 16.115 -4.938 -7.990  0.078
19 H 14.874 -4.188 -6.966  0.072
20 H 14.999 -3.603 -8.529  0.077
21 H 13.434 -6.135 -6.550  0.118
22 H 14.464 -7.256 -7.621  0.116
23 H 11.603 -6.546 -8.056  0.106
24 H 11.926 -7.909 -7.187  0.120
25 H 11.624 -8.836 -9.184  0.094
26 H 12.743 -6.604 -10.714  0.112
27 H 11.138 -6.752 -10.123  0.107
28 H 12.506 -8.741 -11.970  0.097
29 H 11.223 -7.658 -12.342  0.114
30 H 11.796 -10.914 -11.182  0.073
31 H 11.378 -10.548 -12.776  0.085
32 H 10.177 -11.188 -11.455  0.088
33 C 22.042 -5.924 -17.504  -0.089
34 O 21.435 -4.836 -16.901  -0.290
35 C 20.101 -4.510 -17.409  -0.168
36 C 19.565 -3.289 -16.745  -0.223
37 N 19.810 -3.358 -15.296  -0.038
38 C 18.981 -2.289 -14.565  -0.130
39 C 17.466 -2.529 -14.355  -0.186
40 O 16.969 -3.521 -15.240  -0.248
41 C 15.613 -3.854 -15.114  -0.081
42 H 22.112 -5.583 -18.537  0.102
43 H 21.423 -6.803 -17.328  0.114
44 H 23.050 -5.859 -17.092  0.087
45 H 19.309 -5.203 -17.694  0.146
46 H 20.413 -4.209 -18.409  0.125
47 H 18.521 -3.172 -17.037  0.129
48 H 20.093 -2.400 -17.090  0.123
49 H 19.234 -4.165 -15.103  0.096
50 H 19.163 -1.258 -14.867  0.117
51 H 19.334 -2.266 -13.534  0.105
52 H 16.847 -1.682 -14.650  0.121
53 H 17.234 -2.707 -13.305  0.128
54 H 15.285 -4.062 -14.095  0.094
55 H 15.442 -4.662 -15.825  0.099
56 H 15.164 -2.891 -15.357  0.090
57 C 22.006 3.195 -10.210  -0.113
58 O 21.516 3.788 -11.421  -0.181
59 C 20.136 3.527 -11.666  -0.195
60 C 19.767 3.991 -13.125  -0.191
61 N 18.549 3.371 -13.651  -0.069
62 C 18.098 3.926 -14.981  -0.186
63 C 16.750 4.559 -14.743  -0.277
64 O 16.719 5.548 -13.796  -0.186
65 C 17.442 6.733 -14.048  -0.098
66 H 21.765 3.891 -9.407  0.081
67 H 23.064 2.945 -10.140  0.081
68 H 21.505 2.349 -9.738  0.080
69 H 19.506 4.187 -11.070  0.120
70 H 19.828 2.487 -11.555  0.118
71 H 20.516 3.738 -13.875  0.115
72 H 19.576 5.064 -13.165  0.096
73 H 17.723 3.525 -13.091  0.088
74 H 18.019 3.106 -15.694  0.105
75 H 18.720 4.696 -15.439  0.102
76 H 16.045 3.782 -14.444  0.125
77 H 16.220 5.047 -15.561  0.128
78 H 18.137 6.645 -14.883  0.075
79 H 18.140 6.964 -13.244  0.090
80 H 16.784 7.522 -14.414  0.093
81 C 28.787 1.082 -2.364  -0.151
82 O 28.552 1.990 -3.401  -0.173
83 C 27.121 2.048 -3.772  -0.158
84 C 26.543 0.781 -4.413  -0.216
85 N 25.955 -0.337 -3.592  -0.077
86 C 25.487 -1.484 -4.368  -0.186
87 C 24.895 -2.684 -3.482  -0.195
88 O 25.918 -3.393 -2.851  -0.193
89 C 25.805 -4.811 -2.870  -0.107
90 H 28.375 0.101 -2.600  0.062
91 H 28.523 1.254 -1.320  0.091
92 H 29.799 0.711 -2.197  0.085
93 H 27.067 2.853 -4.504  0.119
94 H 26.550 2.251 -2.866  0.120
95 H 27.265 0.460 -5.165  0.113
96 H 25.685 1.053 -5.027  0.107
97 H 26.798 -0.553 -3.080  0.061
98 H 26.299 -1.716 -5.058  0.107
99 H 24.704 -1.084 -5.012  0.109
100 H 24.413 -3.274 -4.261  0.110
101 H 24.225 -2.281 -2.723  0.121
102 H 25.144 -5.189 -2.090  0.082
103 H 26.760 -5.197 -2.512  0.082
104 H 25.578 -5.265 -3.835  0.086
105 C 28.586 -4.411 -9.330  -0.133
106 O 29.945 -4.470 -9.532  -0.153
107 C 30.318 -4.774 -10.837  -0.282
108 C 31.707 -5.137 -10.884  -0.185
109 N 32.415 -5.433 -12.215  -0.061
110 C 31.749 -6.465 -13.046  -0.172
111 C 31.750 -7.788 -12.133  -0.181
112 O 33.048 -7.958 -11.499  -0.230
113 C 33.043 -8.803 -10.343  -0.084
114 H 28.192 -5.426 -9.395  0.085
115 H 27.999 -3.841 -10.049  0.075
116 H 28.290 -4.047 -8.346  0.096
117 H 30.027 -3.910 -11.434  0.134
118 H 29.747 -5.628 -11.204  0.109
119 H 32.120 -5.907 -10.232  0.111
120 H 32.215 -4.312 -10.383  0.124
121 H 33.298 -5.916 -12.129  0.085
122 H 32.296 -6.380 -13.984  0.109
123 H 30.742 -6.151 -13.320  0.090
124 H 31.361 -8.622 -12.718  0.105
125 H 31.057 -7.792 -11.291  0.099
126 H 32.794 -8.172 -9.491  0.083
127 H 34.042 -9.194 -10.151  0.090
128 H 32.317 -9.600 -10.506  0.087
129 C 23.865 -0.793 -13.105  -0.061
130 O 24.118 -2.086 -13.639  -0.254
131 C 25.488 -2.299 -13.434  -0.204
132 C 26.171 -3.391 -14.360  -0.138
133 N 25.274 -4.565 -14.517  -0.088
134 C 25.252 -5.205 -13.192  -0.181
135 C 24.391 -6.396 -13.419  -0.140
136 O 23.102 -5.739 -13.690  -0.301
137 C 22.056 -6.700 -13.636  -0.072
138 H 23.886 -0.017 -13.869  0.109
139 H 24.234 -0.531 -12.113  0.124
140 H 22.799 -0.899 -12.907  0.093
141 H 25.469 -2.472 -12.358  0.132
142 H 26.145 -1.445 -13.597  0.135
143 H 27.157 -3.756 -14.071  0.130
144 H 26.289 -2.997 -15.369  0.121
145 H 25.933 -5.112 -15.053  0.122
146 H 24.812 -4.564 -12.429  0.137
147 H 26.231 -5.589 -12.904  0.144
148 H 24.357 -7.110 -12.597  0.149
149 H 24.559 -6.950 -14.342  0.134
150 H 21.859 -7.060 -12.626  0.109
151 H 22.280 -7.625 -14.167  0.103
152 H 21.117 -6.225 -13.919  0.094
153 C 16.590 -15.061 -11.696  -0.173
154 O 16.784 -13.808 -11.203  -0.175
155 C 16.124 -12.870 -12.092  -0.177
156 C 16.355 -11.448 -11.509  -0.210
157 N 17.536 -10.906 -12.131  -0.085
158 C 17.192 -10.132 -13.353  -0.165
159 C 16.428 -8.765 -13.186  -0.229
160 O 17.198 -7.838 -12.505  -0.196
161 C 16.833 -7.642 -11.177  -0.108
162 H 17.137 -15.706 -11.009  0.094
163 H 17.039 -15.177 -12.682  0.085
164 H 15.543 -15.356 -11.757  0.089
165 H 15.040 -12.931 -12.006  0.119
166 H 16.595 -12.898 -13.075  0.117
167 H 16.578 -11.430 -10.443  0.127
168 H 15.560 -10.720 -11.668  0.094
169 H 18.189 -10.486 -11.485  0.104
170 H 16.615 -10.865 -13.915  0.104
171 H 18.097 -9.961 -13.936  0.104
172 H 15.447 -8.909 -12.732  0.102
173 H 16.313 -8.311 -14.170  0.114
174 H 15.896 -7.085 -11.160  0.088
175 H 17.621 -7.062 -10.698  0.094
176 H 16.707 -8.557 -10.597  0.083

⟨S²⟩   8.7519
Net charge   +1
Multiplicity   6
Kohn-Sham gap (spin up / spin down)   4.88 / 4.53 eV
Energy relative to the best compared isomer or geometry (same formula, charge and spin)   7.165 eV
Molar mass   1132.24 g mol⁻¹
Calculated total energy   -141247.5021 eV